# 1
{
  "formula": "C5H20B3FN7O7P",
  "method": "ωB97M-V/def2-TZVPD",
  "symbols": ["N", "P", "B", "O", "B", "O", "O", "B", "C", "C", "F", "O", "H", "H", "H", "H", "H", "H", "H", "H", "N", "C", "N", "O", "H", "H", "H", "H", "N", "C", "N", "O", "H", "H", "H", "H", "N", "C", "N", "O", "H", "H", "H", "H"],
  "positions_angstrom": [[1.2073, -1.2956, -0.5469], [0.4863, -0.3122, -1.6189], [-1.2302, 0.3423, -1.0872], [-1.7866, 1.5093, -1.8591], [-2.0123, 2.5253, -0.7745], [-1.2143, 3.7540, -0.5949], [-3.0868, 2.2171, 0.1962], [-3.2749, 0.7277, 0.0784], [-4.8353, 0.1989, 0.0803], [-5.5776, 0.3174, -1.4055], [-5.7561, 1.7141, -1.8653], [-2.0728, -0.1760, 0.0079], [0.5415, -1.3613, 0.2668], [1.2961, 0.8772, -1.9293], [0.2649, -1.1155, -2.8302], [-1.8659, 4.5102, -0.7887], [-4.9691, -0.9081, 0.4916], [-5.4981, 0.8768, 0.8057], [-6.6708, -0.1349, -1.2482], [-5.0462, -0.3631, -2.2108], [4.9300, 0.3311, -0.4859], [4.3270, 1.1411, -1.3748], [5.1367, 2.0588, -1.9334], [3.1414, 1.0508, -1.6520], [5.9049, 0.3902, -0.2446], [4.3560, -0.3740, -0.0422], [4.7225, 2.6886, -2.6081], [6.1153, 2.1487, -1.7180], [2.3437, -3.9589, -0.6861], [1.9927, -4.9991, 0.0914], [2.8695, -6.0194, 0.0888], [0.9624, -5.0158, 0.7462], [3.1878, -3.9267, -1.2325], [1.7111, -3.1698, -0.7126], [2.6433, -6.8224, 0.6610], [3.7231, -6.0240, -0.4438], [-1.1785, 3.0922, 3.1062], [-0.7792, 2.2085, 4.0385], [-0.6375, 0.9483, 3.5894], [-0.5630, 2.5243, 5.1979], [-1.3615, 2.8512, 2.1467], [-1.2974, 4.0522, 3.4027], [-0.3384, 0.2517, 4.2592], [-0.8108, 0.6690, 2.6386]],
  "forces_ev_per_angstrom": [[-1.74, 0.97, 0.55], [1.69, -1.49, 0.42], [-3.46, 1.00, 0.25], [1.41, 0.08, 4.50], [-0.54, 0.60, 0.37], [-3.49, -1.48, -1.48], [2.71, -3.06, -2.68], [-0.19, 0.75, 0.56], [-1.05, 0.28, 0.26], [-0.98, -1.07, 0.72], [0.77, -2.90, 0.97], [-0.32, 3.47, -2.57], [1.03, -0.12, -0.84], [-1.20, -1.11, -0.23], [0.02, 1.28, 0.42], [1.51, -1.36, 0.69], [0.36, 2.24, -1.20], [1.59, -1.32, -1.55], [2.37, 1.23, -0.49], [-0.90, 1.93, 1.42], [0.06, -0.95, 0.80], [-0.07, -0.15, 0.15], [0.37, 1.09, -0.86], [0.10, 0.22, -0.19], [-0.21, 0.02, -0.07], [0.10, 0.19, -0.12], [0.20, -0.22, 0.27], [-0.21, -0.03, -0.03], [0.04, 0.42, -0.50], [-0.45, 0.54, -0.05], [0.80, -1.65, 0.40], [-0.18, -0.14, 0.18], [-0.16, -0.06, 0.15], [0.16, 0.45, -0.02], [0.13, 0.31, -0.24], [-0.21, 0.03, 0.11], [-0.40, 1.24, -0.66], [0.14, 0.29, 0.78], [0.24, -1.50, -0.08], [0.01, 0.00, 0.06], [-0.02, 0.10, 0.13], [0.05, -0.40, -0.15], [-0.11, 0.25, -0.30], [0.05, 0.02, 0.16]],
  "nbo_charge": [-1.330, 0.937, 0.822, -0.906, 1.326, -0.922, -0.925, 1.250, -0.851, 0.050, -0.387, -0.904, 0.372, 0.081, -0.019, 0.510, 0.262, 0.264, 0.188, 0.187, -0.838, 0.786, -0.837, -0.705, 0.388, 0.425, 0.409, 0.390, -0.859, 0.763, -0.850, -0.682, 0.374, 0.446, 0.403, 0.382, -0.843, 0.762, -0.845, -0.670, 0.391, 0.407, 0.411, 0.386],
  "fmax_ha_per_bohr": 0.0951,
  "gap_ev": 8.1,
  "smiles": "N=[PH2]B1OB(O)OB(CCF)O1.NC(N)=O.NC(N)=O.NC(N)=O",
  "multiplicity": 1
}

# 2
{
  "formula": "C3H6NP",
  "method": "ωB97M-V/def2-TZVPD",
  "symbols": ["C", "C", "C", "N", "P", "H", "H", "H", "H", "H", "H"],
  "positions_angstrom": [[1.8889, 0.0120, -0.1185], [1.0133, 0.6498, 0.7255], [-0.7655, 0.0012, 0.1510], [2.5789, -0.4622, -0.8773], [-0.6909, -0.4388, -1.6392], [0.8471, 1.6874, 0.6747], [1.0417, 0.1841, 1.7283], [-1.4286, 0.8957, 0.2854], [-1.0217, -0.8468, 0.8408], [0.6118, -1.0319, -1.7134], [-0.2863, 0.7324, -1.9990]],
  "forces_ev_per_angstrom": [[0.30, 1.09, 0.35], [-4.92, -2.44, 1.56], [2.25, 0.76, 0.83], [1.83, -1.35, -1.70], [-1.37, -3.28, 1.11], [0.42, 1.12, -0.02], [0.11, 0.82, -0.36], [0.65, -0.95, 0.06], [0.25, 0.97, -0.72], [-0.62, 0.09, 0.04], [1.11, 3.18, -1.16]],
  "nbo_charge": [0.260, -0.517, -0.654, -0.328, 0.316, 0.250, 0.252, 0.231, 0.228, 0.017, -0.055],
  "e_above_lowest_kcal_mol": 31.22,
  "fmax_ha_per_bohr": 0.1111,
  "gap_ev": 10.0,
  "multiplicity": 1
}

# 3
{
  "formula": "C4H8O3",
  "method": "ωB97M-V/def2-TZVPD",
  "symbols": ["C", "C", "C", "O", "C", "O", "H", "H", "H", "H", "H", "H", "H", "H", "O"],
  "positions_angstrom": [[0.0096, -1.2062, 0.9044], [0.5793, -0.0725, 0.0878], [-0.2488, 1.2025, 0.3334], [-1.4116, 1.2731, 0.1102], [1.0040, -2.3352, 1.2938], [0.8009, -2.9588, 2.2680], [-0.7361, -1.8149, 0.3277], [-0.4371, -0.8644, 1.8518], [0.8228, -0.1241, -0.9811], [1.6248, 0.0936, 0.4636], [0.3618, 2.0657, 0.5871], [1.7266, -2.5988, 0.4486], [-1.8578, 2.6856, -1.9879], [-1.2156, 2.1676, -3.2995], [-1.0228, 2.4868, -2.4079]],
  "forces_ev_per_angstrom": [[-1.37, -0.04, -0.81], [2.55, -0.30, 1.00], [-0.69, 0.17, -1.04], [0.35, -0.19, 0.53], [0.23, -0.45, -1.41], [0.46, -0.07, 0.20], [0.25, 0.54, 0.54], [0.15, -0.20, -0.40], [-0.97, -0.60, -0.06], [-0.96, 0.57, 0.14], [0.20, 0.54, 0.32], [-0.26, 0.04, 1.05], [-0.40, 0.08, -0.10], [-0.12, 0.22, 0.23], [0.57, -0.32, -0.19]],
  "nbo_charge": [-0.458, -0.503, 0.467, -0.315, 0.462, -0.219, 0.287, 0.278, 0.294, 0.250, 0.215, 0.240, 0.480, 0.485, -0.962],
  "e_above_lowest_kcal_mol": 33.11,
  "fmax_ha_per_bohr": 0.0537,
  "gap_ev": [9.8, 4.2],
  "multiplicity": 2,
  "total_charge": 1
}

# 4
{
  "formula": "C2HN3O6",
  "method": "ωB97M-V/def2-TZVPD",
  "symbols": ["O", "N", "O", "C", "N", "O", "O", "C", "N", "O", "O", "H"],
  "positions_angstrom": [[-0.1918, 1.1197, 0.8809], [-1.0928, 1.3607, 0.1111], [-1.2336, 2.4462, -0.4633], [-1.9273, 0.2921, -0.1212], [-2.1201, -0.8838, -0.1248], [-2.6066, -1.9435, -0.2497], [1.4129, 0.3392, -1.5624], [1.7785, 0.2266, -0.4525], [1.2660, -0.9418, 0.4671], [0.2813, -1.4723, 0.0746], [1.9750, -1.2841, 1.3778], [2.4584, 0.7408, 0.0626]],
  "forces_ev_per_angstrom": [[0.74, 0.25, 1.08], [0.79, 1.99, -0.92], [-0.50, -1.86, 0.57], [-1.48, -2.43, -0.50], [-0.58, 2.82, -0.27], [0.41, -0.31, 0.14], [-0.14, -0.22, 0.31], [-2.35, -2.07, -1.68], [1.12, 0.18, -1.05], [-1.26, -1.13, -0.19], [0.23, 0.41, 0.36], [3.02, 2.37, 2.15]],
  "nbo_charge": [-0.372, 0.473, -0.311, 0.184, 0.303, -0.263, -0.424, 0.515, 0.470, -0.372, -0.350, 0.147],
  "e_above_lowest_kcal_mol": 3.77,
  "fmax_ha_per_bohr": 0.0855,
  "gap_ev": 9.2,
  "smiles": "O=[N+]([O-])C#[N+][O-].O=C[N+](=O)[O-]",
  "multiplicity": 1
}

Computed values of total energy (unit: hartree) for the preceding records, in sequence: -1628.54712, -513.91996, -382.52080, -692.15186.